Computed, not measured: 8 unconnected molecules or ions with the total composition C27H67O18S at a distorted geometry, with ωB97M-V/def2-TZVPD.

Geometry (Å):
C 1.367 3.860 2.543
C 2.909 3.451 2.739
O 3.465 3.796 3.819
O 3.708 2.777 1.774
C 2.996 1.655 1.171
C 2.520 1.941 -0.343
C 2.516 0.633 -1.285
C 1.283 -0.294 -0.798
C 1.671 -1.803 -0.409
C 2.980 -1.964 0.501
C 2.721 -1.698 2.078
C 2.115 -2.990 2.840
S 0.267 -3.000 2.991
C -0.465 -1.300 2.897
C 0.097 -0.330 4.073
O -0.717 -0.436 5.279
C -0.482 0.818 5.963
O 0.526 0.926 6.674
H 1.340 4.639 1.711
H 0.742 2.968 2.170
H 0.950 4.226 3.539
H 2.057 1.361 1.760
H 3.685 0.739 1.157
H 1.415 2.275 -0.269
H 3.076 2.832 -0.801
H 3.521 0.105 -1.366
H 2.277 1.019 -2.347
H 0.557 -0.368 -1.694
H 0.693 0.268 0.016
H 1.683 -2.486 -1.340
H 0.788 -2.205 0.228
H 3.888 -1.373 0.152
H 3.283 -3.079 0.435
H 2.155 -0.731 2.281
H 3.773 -1.547 2.532
H 2.627 -3.032 3.861
H 2.437 -3.948 2.280
H -0.214 -3.661 1.859
H -1.598 -1.374 3.001
H -0.248 -0.833 1.864
H 1.215 -0.524 4.284
H 0.063 0.746 3.650
H -1.257 1.651 5.795
C -0.257 -1.994 -5.572
C 0.246 -0.641 -5.096
O 1.342 -0.834 -4.196
O -0.648 -2.786 -4.452
H -1.115 -1.884 -6.237
H 0.534 -2.537 -6.096
H -0.535 -0.114 -4.543
H 0.574 -0.018 -5.933
H 2.090 -1.157 -4.718
H -0.002 -2.595 -3.755
C -1.895 0.335 10.150
C -1.228 -0.967 9.738
O -1.934 -1.531 8.629
O -3.258 0.097 10.483
H -1.398 0.777 11.016
H -1.879 1.054 9.322
H -1.273 -1.695 10.550
H -0.182 -0.810 9.456
H -1.767 -0.966 7.861
H -3.574 -0.568 9.850
C 5.018 8.060 1.972
C 3.627 7.514 1.695
O 3.739 6.223 1.085
O 5.762 8.132 0.760
H 4.969 9.059 2.409
H 5.563 7.397 2.653
H 3.096 8.156 0.989
H 3.039 7.427 2.613
H 4.066 5.611 1.760
H 5.516 7.344 0.250
C -0.281 -5.132 -8.188
C -0.911 -6.461 -7.801
O -1.844 -6.250 -6.741
O 0.356 -4.551 -7.054
H 0.462 -5.263 -8.977
H -1.048 -4.429 -8.531
H -0.151 -7.150 -7.426
H -1.427 -6.922 -8.648
H -2.599 -5.768 -7.110
H -0.219 -4.748 -6.296
C 2.219 7.979 -2.410
C 1.252 6.819 -2.573
O 1.969 5.589 -2.446
O 3.253 7.891 -3.384
H 1.710 8.937 -2.529
H 2.695 7.945 -1.424
H 0.803 6.830 -3.569
H 0.457 6.848 -1.822
H 2.233 5.507 -1.518
H 3.455 6.946 -3.472
C -5.425 -5.839 -8.342
C -6.055 -7.168 -7.957
O -6.988 -6.958 -6.896
O -4.787 -5.259 -7.208
H -4.681 -5.969 -9.132
H -6.191 -5.135 -8.685
H -5.295 -7.858 -7.583
H -6.571 -7.628 -8.804
H -7.742 -6.477 -7.263
H -5.361 -5.457 -6.450
C -5.203 -0.351 3.559
C -5.337 -1.308 4.732
O -4.232 -2.216 4.729
O -5.147 -1.085 2.340
H -6.047 0.338 3.512
H -4.273 0.226 3.639
H -6.245 -1.907 4.636
H -5.361 -0.774 5.686
H -3.443 -1.711 4.969
H -4.626 -1.880 2.532

The value obtained for the HOMO-LUMO gap is 0.28879 Eh. For the energy relative to the best compared isomer or geometry (same formula, charge and spin), the calculation gives 0.0 kcal/mol. As for the total charge: +1.